DFT (ωB97M-V/def2-TZVPD) results for C37H39CsFNP2S3 as an isolated structure.

Values from the calculation:
- HOMO level (Ha) = -0.1714

ORCA input file:
```
! RIJCOSX wB97M-V def2-TZVPD def2/J DEFGRID3
* xyz 0 1
Cs 0.44056 1.29198 -0.74829
C 3.65378 4.10398 -2.15308
C 2.80701 5.22898 -1.55905
S 1.35097 4.62996 -0.66111
C 0.05377 5.68692 -1.34144
C -0.21007 5.57404 -2.84370
S -0.48116 3.87044 -3.40594
C 0.65689 3.76094 -4.80708
C 2.14347 3.96864 -4.51261
S 2.78853 2.90278 -3.19536
H 4.48768 4.52901 -2.71240
H 4.08601 3.49954 -1.35366
H 3.42830 5.80000 -0.86853
H 2.48059 5.92057 -2.33464
H -0.83746 5.40034 -0.77898
H 0.26316 6.72677 -1.08612
H -1.09059 6.16675 -3.09193
H 0.62039 5.98902 -3.41405
H 0.48934 2.75833 -5.20532
H 0.34208 4.46417 -5.57956
H 2.70735 3.77448 -5.42554
H 2.34024 5.00313 -4.23467
N -0.86203 -2.43693 -1.33253
P -1.72775 -1.06827 -0.66529
C -2.06861 -1.63876 1.04395
C -1.68037 -0.84516 2.11821
C -1.86127 -1.29766 3.42471
C -2.42481 -2.54164 3.65049
C -2.82126 -3.33927 2.57665
C -2.64520 -2.88830 1.28127
C -3.39833 -1.30798 -1.38831
C -3.74362 -2.25205 -2.34762
C -5.04823 -2.33214 -2.82981
C -6.01899 -1.46784 -2.35553
C -5.68458 -0.51872 -1.39605
C -4.38666 -0.43897 -0.92222
P 0.86312 -2.14362 -1.51312
C 1.45618 -3.87726 -1.64250
C 2.81905 -4.06996 -1.86714
C 3.34641 -5.34890 -1.94311
C 2.51131 -6.45316 -1.81448
C 1.15430 -6.26838 -1.60519
C 0.62636 -4.98340 -1.51764
C 1.34730 -1.86710 0.24235
C 2.33082 -0.92147 0.52614
C 2.81820 -0.76006 1.81624
C 2.31561 -1.54470 2.84081
C 1.36403 -2.51986 2.56429
C 0.89519 -2.69152 1.27265
H -1.23827 -2.69660 -2.23742
H -1.19012 0.11588 1.96145
H -1.53254 -0.67576 4.24735
H -2.55617 -2.89871 4.66555
H -3.26688 -4.31050 2.75623
H -2.94324 -3.51184 0.44493
H -3.01651 -2.95627 -2.73235
H -5.29997 -3.07759 -3.57410
H -7.03367 -1.53242 -2.72716
H -6.43856 0.15984 -1.01711
H -4.13730 0.29841 -0.16652
H 3.47358 -3.21080 -1.97481
H 4.40757 -5.48679 -2.10819
H 2.92037 -7.45367 -1.87725
H 0.50026 -7.12543 -1.50173
H -0.43077 -4.84546 -1.32687
H 2.73731 -0.31472 -0.27738
H 3.56392 -0.00417 2.02454
H 2.65590 -1.38934 3.85603
H 0.97688 -3.14168 3.36201
H 0.15821 -3.45803 1.06230
F 0.17481 0.83239 7.41567
C 0.27135 1.20347 6.10115
C -0.85950 1.58452 5.41168
C -0.76129 1.95636 4.07788
C 0.47388 1.97163 3.37080
C 0.56436 2.29724 1.99617
C 1.60498 1.60896 4.15584
C 1.50564 1.22643 5.48510
H -1.81620 1.59141 5.92287
H -1.66204 2.25971 3.55277
H 1.52953 2.47777 1.52902
H -0.30603 2.68189 1.47073
H 2.58556 1.63941 3.69133
H 2.38791 0.95679 6.05533
*
```


DFT (ωB97M-V/def2-TZVPD) results for C37H39N4O4PSn as an isolated structure.

Values from the calculation:
- HOMO level (Ha) = -0.4733
- energy relative to the best compared isomer or geometry (same formula, charge and spin) (kcal/mol) = 0.0

ORCA input file:
```
! RIJCOSX wB97M-V def2-TZVPD def2/J DEFGRID3
* xyz 2 1
Sn 0.59844 -0.60680 -1.44789
O 3.89774 -0.12340 0.56561
C 3.43674 0.39130 -0.43359
O 2.73624 -0.27250 -1.30509
C 3.60744 1.85560 -0.69259
C 4.87104 2.43000 -0.61019
C 5.03844 3.79220 -0.78179
C 3.93694 4.59970 -1.02079
C 2.67524 4.04300 -1.09509
C 2.49944 2.66950 -0.93239
P 0.78934 2.03940 -0.96299
C 0.09404 2.97310 -2.35929
C 0.48684 2.51910 -3.61809
C 0.07884 3.18720 -4.75579
C -0.74346 4.29880 -4.64009
C -1.14276 4.74230 -3.39019
C -0.72636 4.08610 -2.24379
C 0.07844 2.67920 0.58101
C 0.89034 3.06260 1.64401
C 0.32244 3.41860 2.85481
C -1.05136 3.36370 3.02411
C -1.86316 2.97300 1.97001
C -1.30326 2.63030 0.75261
H 5.71694 1.79140 -0.41379
H 6.02074 4.23350 -0.72249
H 4.05554 5.66580 -1.13639
H 1.81754 4.67670 -1.27499
H 1.15234 1.65980 -3.68749
H 0.40234 2.85340 -5.72929
H -1.07756 4.82120 -5.52319
H -1.77456 5.61170 -3.29679
H -1.02716 4.44690 -1.27049
H 1.96274 3.09750 1.52201
H 0.95834 3.73400 3.66791
H -1.48886 3.63140 3.97371
H -2.93356 2.92740 2.10271
H -1.93516 2.33550 -0.07629
O -5.97856 -0.28980 1.80981
C -5.91016 -0.09430 0.42171
C -4.48626 -0.19980 -0.03169
C -4.13616 -0.13130 -1.37819
C -2.80136 -0.23580 -1.71089
N -1.83216 -0.35370 -0.81389
C -2.14436 -0.37720 0.48441
C -3.46886 -0.33710 0.90211
C -1.02066 -0.42790 1.42941
C -1.21656 -0.22400 2.79171
C -0.14886 -0.28600 3.67451
C -0.33786 -0.09580 5.15991
O 0.19504 -1.16680 5.89571
C 1.10904 -0.55340 3.14431
C 1.23264 -0.72170 1.78011
N 0.20424 -0.66490 0.93641
H -6.89226 -0.21340 2.10241
H -6.28006 0.90320 0.13191
H -6.51866 -0.83760 -0.11399
H -4.88896 -0.00390 -2.13949
H -2.47886 -0.21140 -2.74279
H -3.74836 -0.40680 1.93781
H -2.19766 -0.00260 3.17731
H -1.39836 0.06920 5.38101
H 0.22834 0.78900 5.47261
H -0.45506 -1.86910 5.99131
H 1.97504 -0.61970 3.78271
H 2.20484 -0.89050 1.34241
C 2.10964 -5.32460 0.08931
C 1.81504 -3.81070 0.00071
N 0.76544 -3.56010 -0.97179
C 1.15674 -4.09220 -2.26579
C 1.30914 -5.62890 -2.18699
N 1.12214 -6.02820 -0.76879
C -0.25696 -5.70340 -0.32889
C -0.46686 -4.18350 -0.52569
H 2.01244 -5.68990 1.11291
H 3.11384 -5.56160 -0.26559
H 2.70264 -3.24960 -0.29509
H 1.48304 -3.42080 0.96371
H 2.09364 -3.61190 -2.55729
H 0.39774 -3.81550 -3.00209
H 2.29764 -5.95150 -2.51789
H 0.55954 -6.13990 -2.79519
H 1.26744 -7.03840 -0.68539
H -0.36796 -5.98890 0.71851
H -0.96646 -6.28550 -0.92009
H -0.76996 -3.71200 0.41091
H -1.24436 -3.98780 -1.26609
*
```


DFT (ωB97M-V/def2-TZVPD) results for C37H40BBrIN8O4PV as an isolated structure.

Values from the calculation:
- HOMO level (alpha / beta) (Ha) = -0.2387 / -0.2103
- <S²> = 0.78
- energy relative to the best compared isomer or geometry (same formula, charge and spin) (kcal/mol) = 0.0

ORCA input file:
```
! RIJCOSX wB97M-V def2-TZVPD def2/J DEFGRID3
* xyz 0 2
V -0.25692 0.69661 1.14812
O -3.99374 -0.50077 1.77546
C -2.82355 -0.25915 1.94829
N -2.13508 0.93532 1.93947
C -2.79645 2.12070 2.08734
O -3.98848 2.34627 2.01951
C -1.84332 3.26645 2.40694
C -2.36114 4.55038 2.48555
C -1.50506 5.59242 2.79480
C -0.17023 5.30798 3.03100
C 0.25471 3.99334 2.93066
N -0.55561 2.98142 2.62066
C -1.85994 -1.38909 2.29732
C -2.33093 -2.61365 2.72015
C -1.41593 -3.61229 3.01693
C -0.06632 -3.35608 2.86429
C 0.32497 -2.10407 2.41958
N -0.54682 -1.13130 2.15964
H -3.41752 4.69229 2.30667
H -1.87237 6.60901 2.85997
H 0.53863 6.08345 3.28851
H 1.29237 3.73565 3.10661
H -3.40086 -2.75198 2.78727
H -1.75516 -4.58347 3.35405
H 0.68532 -4.10550 3.06748
H 1.36860 -1.86753 2.25706
Br 5.72413 1.27702 3.53315
C 4.61147 1.06934 5.05518
C 5.23281 1.05254 6.29830
C 4.47610 0.90210 7.44797
C 3.09731 0.77401 7.36100
C 2.47854 0.79082 6.12156
C 3.23324 0.94030 4.96190
I 2.24790 1.00102 3.14574
H 6.30751 1.15482 6.35509
H 4.96779 0.88805 8.41154
H 2.50130 0.65869 8.25645
H 1.40365 0.69159 6.04981
N -1.93727 3.70103 -1.49369
C -0.83305 4.45890 -1.17300
C -0.06479 3.66107 -0.39019
N -0.68585 2.44133 -0.21514
C -1.80888 2.50032 -0.90064
H -2.72398 3.98840 -2.04820
H -0.69694 5.46550 -1.52418
H 0.87621 3.88631 0.08065
H -2.53180 1.70443 -0.98167
C -3.49821 -2.37649 -6.03424
C -3.68041 -3.41291 -4.91760
C -5.12465 -3.34980 -4.40195
C -3.44971 -4.80070 -5.51342
C -2.71683 -3.10592 -3.76859
C -1.76498 -4.01903 -3.32747
C -0.88229 -3.73030 -2.27755
C -0.98159 -2.49345 -1.69630
O -0.24087 -1.95937 -0.68239
B -0.71848 -0.62135 -0.43414
O -1.80243 -0.42923 -1.38625
C -1.92135 -1.57283 -2.12201
C -2.79832 -1.85089 -3.13919
H -4.17063 -2.59896 -6.86643
H -2.47289 -2.38275 -6.40926
H -3.71964 -1.36630 -5.68696
H -5.82780 -3.51757 -5.22186
H -5.35345 -2.38099 -3.95627
H -5.29635 -4.11403 -3.64144
H -4.15590 -4.96176 -6.33083
H -3.61045 -5.58959 -4.77614
H -2.44183 -4.91140 -5.91832
H -1.68989 -4.98764 -3.79995
H -0.14720 -4.45224 -1.94626
H -3.52794 -1.11166 -3.44406
C 3.26662 -0.84555 -2.59015
N 2.68466 0.46668 -2.87392
C 3.69403 1.49026 -2.61941
N 4.26014 1.44803 -1.27481
C 4.79901 0.10848 -1.04586
N 3.83404 -0.97148 -1.24814
C 2.78386 -0.94072 -0.22649
P 1.78510 0.62348 -0.23508
C 1.48344 0.69602 -2.06954
C 3.24861 1.78512 -0.26215
H 4.06759 -1.02183 -3.31173
H 2.49972 -1.61035 -2.72508
H 3.25207 2.47456 -2.78923
H 4.51040 1.34794 -3.33150
H 5.18713 0.04819 -0.02660
H 5.62586 -0.04277 -1.74388
H 3.25045 -1.04307 0.75862
H 2.10254 -1.78015 -0.36430
H 1.06780 1.67762 -2.31354
H 0.72635 -0.04514 -2.33378
H 3.72461 1.78258 0.72051
H 2.89549 2.80521 -0.44003
*
```


DFT (ωB97M-V/def2-TZVPD) results for C37H40BiN12S as an isolated structure.

Values from the calculation:
- HOMO level (Ha) = -0.3565
- energy relative to the best compared isomer or geometry (same formula, charge and spin) (kcal/mol) = 0.0

ORCA input file:
```
! RIJCOSX wB97M-V def2-TZVPD def2/J DEFGRID3
* xyz 1 1
Bi -0.34862 -0.36919 -0.00267
C -1.65394 5.12381 -0.77274
C -2.11553 4.30175 -1.79459
C -1.50360 3.08466 -2.04152
C -0.40451 2.66918 -1.28069
C 0.04116 3.48701 -0.24623
C -0.57897 4.70655 -0.00342
N 0.18922 1.40089 -1.52195
C 0.42016 1.05915 -2.80858
C 0.82393 1.99891 -3.80523
C 1.17573 1.58715 -5.05752
C 1.12423 0.22459 -5.43996
C 0.68332 -0.69675 -4.54091
C 0.30564 -0.29085 -3.23960
N -0.26433 -1.15092 -2.33268
N -0.49932 -2.33261 -2.68067
C -1.13909 -3.10542 -1.69820
C -1.59002 -4.36069 -2.08652
C -2.27553 -5.13018 -1.16735
C -2.48410 -4.62942 0.11096
C -1.97694 -3.38313 0.42241
N -1.31015 -2.63542 -0.46112
H -2.12333 6.08125 -0.58799
H -2.95574 4.61056 -2.40400
H -1.87138 2.44601 -2.83623
H 0.86371 3.15376 0.37249
H -0.20592 5.33986 0.79247
H 0.87803 3.04595 -3.53718
H 1.51192 2.32318 -5.77763
H 1.42301 -0.06977 -6.43584
H 0.60521 -1.74459 -4.79385
H -1.40259 -4.68991 -3.09823
H -2.64719 -6.10809 -1.44281
H -3.01053 -5.19682 0.86442
H -2.08118 -2.97342 1.41896
C -4.83619 2.55687 0.56974
N -4.54324 1.31131 1.27589
C -5.19456 0.10406 0.80872
C -3.35180 1.16524 1.95188
N -2.73598 0.06482 2.17727
N -2.86549 2.38285 2.42798
C -1.57042 2.69736 2.82399
N -1.50490 3.93357 3.42565
N -0.58441 1.91026 2.63692
H -5.14641 3.35454 1.24887
H -5.67117 2.38099 -0.10281
H -3.98375 2.90612 -0.01833
H -6.17665 0.35880 0.42014
H -5.33872 -0.59438 1.63379
H -4.62996 -0.40062 0.01372
H -3.21948 -0.69657 1.70938
H -3.56461 3.08138 2.60293
H -2.23001 4.61131 3.26781
H -0.58830 4.31412 3.57902
H 0.27981 2.35631 2.94038
N 0.27698 -0.82144 2.48196
C 0.17892 -2.20899 2.67924
C -0.71015 -2.72817 3.61526
C -0.85677 -4.09973 3.75494
C -0.11362 -4.95965 2.95904
C 0.76928 -4.43653 2.02597
C 0.93139 -3.06262 1.86155
C 1.88771 -2.54928 0.83520
C 3.12566 -3.19106 0.74555
C 4.05715 -2.84558 -0.21879
C 3.76842 -1.82960 -1.11554
C 2.55558 -1.16199 -1.02198
C 1.61135 -1.50048 -0.05928
H -0.36696 -0.22753 2.99880
H 1.22370 -0.45039 2.47821
H -1.27705 -2.04277 4.23367
H -1.54395 -4.49393 4.49245
H -0.21882 -6.03142 3.06198
H 1.33161 -5.10888 1.38930
H 3.35645 -3.98021 1.45082
H 5.00046 -3.37455 -0.27116
H 4.47974 -1.55141 -1.88277
H 2.35354 -0.36165 -1.72284
C 5.59244 0.60226 1.38477
N 4.86348 1.19382 0.27842
C 5.38752 1.43192 -0.98173
C 4.40148 1.95292 -1.73794
N 3.28936 2.02845 -0.92468
C 3.56573 1.56304 0.31590
S 2.46926 1.47988 1.59575
H 6.54114 1.11919 1.51378
H 5.76507 -0.45561 1.19046
H 4.98822 0.70967 2.28116
H 6.41151 1.20836 -1.22131
H 4.39317 2.27207 -2.76392
H 2.36447 2.33652 -1.18087
*
```


DFT (ωB97M-V/def2-TZVPD) results for C37H40CuO2P2 as an isolated structure.

Values from the calculation:
- HOMO level (alpha / beta) (Ha) = -0.1402 / -0.1444
- <S²> = 0.82

ORCA input file:
```
! RIJCOSX wB97M-V def2-TZVPD def2/J DEFGRID3
* xyz 0 2
Cu -0.53194 2.70251 -1.18580
C -2.04473 1.00277 -3.36063
C -1.99772 -0.27856 -2.96094
C -1.06604 -1.29678 -3.55734
C 0.32818 -0.68888 -3.74458
C 0.78253 0.28501 -2.70618
C 0.51166 1.64407 -2.62219
C 0.08248 2.35575 -3.87875
C -1.24293 1.69004 -4.41590
C 1.47648 -0.49587 2.85171
H -2.81767 1.65712 -2.92147
H -2.76311 -0.67792 -2.29615
H -1.48749 -1.63303 -4.52140
H -1.04083 -2.21807 -2.96019
H 1.06151 -1.52015 -3.77635
H 0.36263 -0.23880 -4.76302
H 1.39593 -0.16354 -1.92476
H 0.97138 2.26398 -1.77871
H 0.85783 2.33181 -4.65387
H -0.10382 3.41804 -3.63136
H -1.86073 2.52492 -4.79352
H -1.01798 1.01092 -5.25208
H 0.97882 0.46680 2.98081
H 2.18750 -0.66688 3.64862
H 0.70680 -1.26683 2.86967
P -1.50235 -0.62256 0.89161
P 2.37977 -0.50592 1.32001
C -0.04468 -1.19642 -0.04802
C 1.31823 -1.24510 0.11318
C -2.35002 -2.16734 1.18104
C -2.62135 -3.07767 0.13619
C -3.32119 -4.25663 0.38007
C -3.72738 -4.54021 1.66957
C -3.41824 -3.71147 2.72469
C -2.72592 -2.52800 2.48122
C -2.75848 0.36713 0.11141
C -2.39241 1.56865 -0.56737
C -3.35059 2.56139 -0.58179
C -4.72567 2.31619 -0.36979
C -5.14310 1.02281 -0.03981
C -4.17288 0.02808 0.12324
C 3.91404 -1.44039 1.37463
C 3.85940 -2.81468 1.64929
C 5.01806 -3.58269 1.72380
C 6.26190 -2.98897 1.50015
C 6.34344 -1.61465 1.25911
C 5.17440 -0.84740 1.19962
C 2.78043 1.21992 0.88631
C 2.70340 2.27052 1.80003
C 2.93555 3.59263 1.42810
C 3.33112 3.86634 0.10864
C 3.45311 2.82529 -0.82662
C 3.19621 1.51566 -0.41164
H -0.39698 -1.74213 -0.94969
H 1.88555 -1.82121 -0.61191
H -2.28081 -2.83783 -0.87508
H -3.52627 -4.91872 -0.44993
H -4.28876 -5.42065 1.85062
H -3.69598 -3.93405 3.74513
H -2.45865 -1.83429 3.28341
H -1.63581 1.45845 -1.30043
H -3.05976 3.57599 -0.93133
H -5.43588 3.15605 -0.36385
H -6.21326 0.84020 0.14606
H -4.55176 -0.96559 0.40318
H 2.87311 -3.26623 1.80278
H 4.93614 -4.63841 1.97128
H 7.16114 -3.60271 1.54018
H 7.32352 -1.15161 1.13377
H 5.26091 0.22950 1.01271
H 2.46147 2.06792 2.84472
H 2.80882 4.41153 2.14081
H 3.56317 4.91212 -0.18918
H 3.73071 3.05505 -1.85362
H 3.34963 0.72009 -1.14469
C -1.91363 2.19972 4.12487
C -1.40774 1.64895 2.80867
O -1.60775 0.32834 2.59941
O -0.78912 2.37733 2.04381
H -2.00666 1.35378 4.79034
H -2.91520 2.60264 3.97445
H -1.31375 2.97285 4.59103
*
```